No. 1
{
  "formula": "C27H35As2IrN3O3S",
  "method": "ωB97M-V/def2-TZVPD",
  "energy_ev": -174516.9101,
  "total_charge": 2,
  "homo_ev": [-13.4, -13.4],
  "multiplicity": 2,
  "elements": ["Ir", "O", "C", "C", "C", "C", "C", "C", "C", "O", "N", "N", "C", "C", "C", "C", "C", "C", "N", "H", "H", "H", "H", "H", "H", "H", "H", "H", "H", "C", "As", "C", "C", "C", "C", "C", "C", "C", "As", "C", "C", "H", "H", "H", "H", "H", "H", "H", "H", "H", "H", "H", "H", "H", "H", "H", "H", "C", "C", "O", "H", "H", "H", "C", "S", "C", "H", "H", "H", "H", "H", "H"],
  "positions_angstrom": [[0.3986, 0.1154, 0.9850], [-5.4773, -0.2443, -0.2443], [-5.0782, 0.5098, -1.2668], [-6.0558, 0.9483, -2.1537], [-5.7170, 1.7330, -3.2307], [-4.3884, 2.1293, -3.4508], [-3.4144, 1.6827, -2.6124], [-3.7258, 0.8465, -1.5116], [-2.6640, 0.3503, -0.6851], [-1.3804, 0.4483, -1.1413], [-2.8391, -0.1704, 0.4628], [-1.7184, -0.4864, 1.2254], [-1.9591, -1.1138, 2.2644], [-0.8820, -1.3566, 3.2343], [-1.1098, -2.0397, 4.4020], [-0.0653, -2.2085, 5.3059], [1.1635, -1.6637, 5.0108], [1.3123, -0.9782, 3.8109], [0.3115, -0.8389, 2.9455], [-4.7184, -0.4277, 0.3273], [-7.0809, 0.6485, -1.9660], [-6.4928, 2.0597, -3.9156], [-4.1370, 2.7790, -4.2782], [-2.3848, 1.9742, -2.7800], [-2.9750, -1.4502, 2.4632], [-2.1066, -2.4214, 4.6080], [-0.2195, -2.7496, 6.2339], [1.9964, -1.7480, 5.6993], [2.2554, -0.5310, 3.5322], [4.1532, 0.0027, 1.2205], [2.6356, -0.2195, 0.0393], [3.1509, -1.7603, -0.9767], [2.8317, 1.3004, -1.1412], [3.6843, 1.2587, -2.2383], [3.7904, 2.3559, -3.0850], [3.0395, 3.4972, -2.8381], [2.1895, 3.5404, -1.7395], [2.0813, 2.4388, -0.8983], [0.9543, 2.4779, 0.6655], [-0.3991, 3.8036, 0.3593], [2.1285, 3.3415, 1.9265], [5.0382, 0.2037, 0.6232], [4.3140, -0.9064, 1.8000], [3.9837, 0.8341, 1.8982], [4.1833, -1.6367, -1.2857], [2.4946, -1.8737, -1.8350], [3.0685, -2.6310, -0.3342], [4.2708, 0.3732, -2.4435], [4.4557, 2.3158, -3.9377], [3.1160, 4.3546, -3.4965], [1.6138, 4.4350, -1.5426], [-0.9486, 3.5762, -0.5506], [0.0511, 4.7885, 0.2944], [-1.0854, 3.7821, 1.2006], [2.5715, 4.2046, 1.4388], [2.9138, 2.6609, 2.2386], [1.5650, 3.6597, 2.8017], [-1.7343, -1.3215, -2.8994], [-0.8369, -0.5549, -1.9787], [0.3346, -0.7220, -1.8841], [-1.1465, -2.0859, -3.3993], [-2.1709, -0.6555, -3.6410], [-2.5596, -1.7822, -2.3536], [0.2672, -4.4060, -0.8090], [0.1073, -3.2327, 0.5544], [0.9222, -4.1889, 1.8562], [1.3134, -4.6682, -0.9620], [-0.1278, -3.9344, -1.7087], [-0.3090, -5.3007, -0.5832], [0.3223, -5.0654, 2.0975], [1.0100, -3.5563, 2.7426], [1.9140, -4.4999, 1.5301]],
  "forces_ev_per_a": [[0.39, -1.00, -0.77], [-0.10, -0.06, 0.03], [0.35, 0.11, -0.08], [-0.28, 0.02, -0.18], [-0.06, 0.11, -0.06], [-0.30, 0.12, -0.27], [0.27, -0.30, 0.33], [-0.26, 0.16, -0.26], [0.35, -0.10, -0.47], [0.66, -0.19, -0.97], [-0.46, -0.41, 1.09], [0.54, 2.76, -2.14], [-0.66, -1.62, 2.35], [-0.61, -0.05, -0.06], [-0.38, -0.33, 0.48], [-0.34, -0.18, 0.19], [0.25, 0.21, -0.05], [0.07, -0.05, 0.13], [0.92, 0.22, -0.62], [0.15, -0.07, 0.24], [0.10, 0.05, -0.04], [0.07, -0.02, 0.09], [-0.06, -0.04, 0.01], [0.00, -0.03, 0.03], [0.12, -0.10, 0.14], [0.20, 0.00, 0.01], [-0.02, 0.06, -0.12], [-0.05, 0.00, -0.13], [0.03, 0.01, -0.04], [0.02, -0.22, 0.08], [-0.28, 1.31, 0.83], [-0.38, -0.21, -0.02], [0.13, -0.38, -0.33], [0.06, 0.09, -0.01], [-0.03, -0.04, 0.05], [-0.02, 0.02, 0.05], [0.09, -0.02, -0.05], [-0.18, 0.36, -0.06], [0.02, -0.97, -0.15], [-0.20, -0.13, -0.04], [-0.19, -0.08, 0.37], [0.09, 0.00, -0.04], [0.01, 0.00, 0.01], [0.00, 0.03, 0.01], [0.12, 0.06, -0.03], [0.02, 0.01, 0.01], [0.01, -0.10, 0.05], [0.03, -0.02, -0.04], [-0.02, 0.00, 0.02], [0.00, -0.07, 0.04], [-0.02, 0.05, -0.04], [0.00, 0.00, -0.06], [0.07, 0.11, -0.04], [-0.07, 0.03, 0.09], [0.01, 0.09, -0.06], [0.04, -0.02, -0.01], [0.01, 0.02, 0.03], [-0.20, 0.16, 0.19], [-0.56, 0.12, 0.13], [0.57, 0.13, 0.04], [0.03, 0.05, 0.05], [-0.05, 0.08, -0.02], [-0.01, 0.02, 0.02], [0.05, 0.10, 0.03], [0.01, 0.15, 0.15], [-0.08, 0.09, -0.04], [-0.03, 0.01, -0.05], [0.03, -0.04, 0.06], [-0.01, -0.01, -0.05], [0.05, 0.01, 0.02], [0.00, -0.10, -0.11], [0.01, 0.01, 0.05]],
  "mulliken_spin": [0.76, 0.00, 0.00, 0.00, 0.00, 0.00, 0.00, 0.00, 0.01, 0.05, 0.00, -0.01, 0.00, 0.02, 0.00, 0.00, 0.00, 0.00, 0.02, 0.00, 0.00, 0.00, 0.00, 0.00, 0.00, 0.00, 0.00, 0.00, 0.01, 0.00, 0.01, 0.00, 0.01, 0.00, 0.00, 0.00, 0.00, -0.01, 0.10, 0.01, -0.01, 0.00, 0.00, 0.00, 0.00, 0.00, 0.00, 0.00, 0.00, 0.00, 0.00, 0.00, 0.00, 0.00, 0.00, 0.00, 0.00, 0.00, -0.01, 0.00, 0.00, 0.00, 0.00, 0.00, 0.02, 0.00, 0.00, 0.00, 0.00, 0.00, 0.00, 0.00]
}

No. 2
{
  "formula": "C4H7O3Tl",
  "method": "ωB97M-V/def2-TZVPD",
  "energy_ev": -15078.1484,
  "total_charge": 2,
  "homo_ev": -19.8,
  "elements": ["O", "O", "O", "C", "Tl", "C", "C", "H", "H", "H", "H", "C", "H", "H", "H"],
  "positions_angstrom": [[-0.6492, -0.0474, 0.3098], [0.7564, -0.2715, -1.3901], [1.4900, 0.0942, 0.6418], [0.6259, 0.1948, -0.3014], [1.4534, -3.0620, -0.8330], [-1.7036, 0.5036, -0.1375], [-2.9849, 0.0328, 0.3188], [-1.6116, 1.0508, -1.0856], [-3.1134, 0.2314, 1.3900], [-3.0755, -1.0336, 0.0539], [-3.7545, 0.5675, -0.2649], [2.8811, 0.4069, 0.3681], [3.2721, 0.9346, 1.2431], [3.0972, 0.9804, -0.5375], [3.3167, -0.5824, 0.2245]],
  "forces_ev_per_a": [[-1.07, 1.77, 1.00], [-0.33, 1.69, -1.70], [-0.35, 2.66, 1.10], [1.09, -4.69, 0.11], [0.14, -0.32, -0.17], [0.38, -1.71, -1.53], [-1.00, 1.15, -0.32], [0.14, 0.62, 0.50], [-0.09, -0.42, 0.00], [0.18, 0.06, 0.41], [0.16, -0.22, 0.49], [1.12, -0.51, -0.09], [-0.16, -0.37, -0.19], [-0.74, 0.05, 0.09], [0.52, 0.24, 0.29]],
  "nbo_charge": [-0.39, -0.56, -0.44, 0.98, 1.00, 0.60, -0.76, 0.23, 0.32, 0.32, 0.29, -0.27, 0.26, 0.24, 0.19]
}